1.
27
Properties=species:S:1:pos:R:3:forces:R:3 method="wB97M-V/def2-TZVPD" orbital_gap_ha=0.32214 fmax_ev_per_a=5.8 e_tot_ev=-170366.792 charge=+1
C 1.319693 -0.280802 3.508341 0.2 0.3 -0.1
C -0.175346 0.418118 3.321795 -1.1 -0.3 -3.9
Br -1.083482 1.225566 4.960191 1.4 -1.2 -2.4
C -0.858131 0.477506 1.968791 2.5 0.0 3.8
Br -2.679508 1.388724 1.843742 2.5 -1.2 -0.3
C -0.121006 -0.246045 0.649761 0.1 -1.3 2.5
C -0.652608 -1.781833 0.551057 0.0 1.2 -1.2
I -0.588433 -3.252075 2.180281 -0.2 1.3 -1.2
O -2.071652 -1.475515 0.168288 2.2 0.8 -1.9
C -1.860014 -0.686203 -1.089990 -2.0 -1.7 1.3
N -0.681292 0.236866 -0.710493 1.5 1.5 -0.6
C 0.277496 0.264966 -1.907311 1.2 -1.7 -2.3
O 0.695999 1.636054 -2.293739 1.4 -1.6 -2.2
C 1.418643 1.649467 -3.575211 1.9 1.2 -2.3
F 2.636232 2.539902 -3.486859 -4.7 -3.3 0.0
F 1.916461 0.330982 -4.030843 -2.0 4.3 1.9
F 0.613227 2.214135 -4.716061 2.6 -2.2 4.5
H 1.609966 -0.467702 4.628309 -0.9 0.7 -2.2
H 2.140577 0.394967 3.011655 -1.7 -0.9 1.1
H 1.447800 -1.309982 2.980039 -0.8 1.8 0.9
H 1.072112 -0.196325 0.691001 -2.8 0.2 -0.2
H 0.000788 -2.197130 -0.334829 -1.6 0.2 1.5
H -1.621361 -1.575926 -1.848134 0.0 2.7 1.1
H -2.761924 0.027633 -1.408079 1.8 -2.0 0.9
H -0.898136 1.253017 -0.549137 -0.8 -1.0 -0.2
H -0.306040 -0.160308 -2.858634 1.3 0.7 2.4
H 1.209940 -0.428059 -1.653929 -2.0 1.6 -0.6

---

2.
96
Properties=species:S:1:pos:R:3:forces:R:3 method="wB97M-V/def2-TZVPD" orbital_gap_ha="0.21032 / 0.16771" relative_energy_kcal_mol=0.0 fmax_ev_per_a=1.2 e_tot_ev=-158076.340 multiplicity=2 charge=+1
Ru 0.319816 0.591178 -1.208189 -0.2 0.2 0.7
Br 3.977736 6.889349 9.256209 0.0 0.0 0.0
C 3.728361 5.601751 7.914943 0.0 0.0 0.0
C 4.392827 5.746656 6.697640 0.0 0.0 0.0
C 4.212729 4.807622 5.707859 0.0 0.0 0.0
C 3.365247 3.707657 5.932057 0.2 0.0 0.0
C 2.707148 3.577229 7.165026 0.0 0.0 0.0
C 2.886405 4.519666 8.153679 0.0 0.0 0.0
N 3.099430 2.740780 4.992587 -0.1 -0.2 -0.2
N 3.808929 2.755256 3.918895 -0.1 0.4 0.7
C 3.339026 2.261618 2.791849 0.2 -0.3 -0.6
C 4.351592 2.154375 1.764279 -0.1 0.1 0.3
C 4.096452 1.768215 0.503952 -0.3 -0.1 -0.1
C 2.745089 1.428988 0.128242 0.2 0.2 0.6
O 2.455805 1.054132 -1.010730 -0.4 -0.2 -0.5
C 1.682755 1.512018 1.160935 0.3 -0.1 -0.3
N 0.453547 1.148933 0.735323 0.0 0.0 0.0
C -0.552631 1.129172 1.605398 0.0 0.1 -0.1
C -0.357370 1.465630 2.938549 0.0 0.0 0.0
C 0.887932 1.850778 3.384070 0.0 0.0 -0.1
C 1.957119 1.885227 2.475692 0.1 0.1 0.2
H 5.045030 6.593749 6.539429 0.0 0.0 0.0
H 4.726368 4.902321 4.761789 0.0 0.0 0.0
H 2.064070 2.721810 7.323389 0.0 0.0 0.0
H 2.385784 4.423999 9.106345 0.0 0.0 0.0
H 5.354503 2.414581 2.077546 0.0 0.0 0.0
H 4.863826 1.683805 -0.252428 0.0 0.0 0.0
H -1.512748 0.833043 1.203843 0.0 0.0 0.0
H -1.195709 1.420419 3.619165 0.0 0.0 0.0
H 1.045752 2.113916 4.416182 0.0 0.0 0.0
C -1.331153 2.922921 -3.507246 0.0 0.0 0.0
C 0.069944 3.197135 -4.083354 0.0 0.0 0.0
C 1.000322 3.124234 -2.861680 0.0 0.0 0.0
O 0.173635 2.699347 -1.745107 0.0 -0.2 -0.1
C -1.145057 3.233191 -2.038111 0.0 0.0 0.1
H -1.622966 1.876930 -3.616159 0.0 0.0 0.0
H -2.100317 3.541951 -3.964933 0.0 0.0 0.0
H 0.119575 4.188009 -4.531790 0.0 0.0 0.0
H 0.353811 2.481971 -4.852562 0.0 0.0 0.0
H 1.410237 4.102407 -2.604695 0.0 0.0 0.0
H 1.817018 2.412089 -2.952923 0.0 0.0 0.0
H -1.104916 4.309664 -1.849158 0.0 0.0 0.0
H -1.853044 2.747499 -1.374233 0.0 0.0 0.0
C -10.226041 -2.748231 0.365026 0.0 0.0 0.0
C -8.869683 -2.107407 0.237356 0.0 0.0 0.1
O -7.984157 -2.218382 1.037086 0.0 0.0 0.0
S -8.722320 -1.144397 -1.273909 0.0 0.0 -0.1
C -6.994699 -0.767146 -1.252118 0.0 0.0 0.0
C -6.463449 0.076190 -0.283556 0.0 0.0 0.0
C -5.108061 0.349057 -0.272669 0.0 0.0 0.0
C -4.259482 -0.203912 -1.235591 0.0 0.0 0.0
C -4.808535 -1.032144 -2.216821 0.0 0.0 0.0
C -6.163420 -1.316615 -2.220569 0.0 0.0 0.0
C -2.849780 0.066015 -1.216084 -0.1 0.0 0.0
C -1.650304 0.264597 -1.213270 0.2 0.0 -0.1
H -10.343422 -3.143147 1.370689 0.0 0.0 0.0
H -10.308660 -3.557244 -0.361516 0.0 0.0 0.0
H -11.013035 -2.025730 0.148176 0.0 0.0 0.0
H -7.113365 0.510653 0.463484 0.0 0.0 0.0
H -4.695281 1.000150 0.487128 0.0 0.0 0.0
H -4.161216 -1.459055 -2.971785 0.0 0.0 0.0
H -6.580598 -1.969399 -2.976099 0.0 0.0 0.0
F -0.776686 -7.927904 -0.946200 0.0 0.0 0.0
C -0.435595 -6.633486 -0.900196 0.0 0.0 0.0
C -1.420026 -5.680142 -1.087480 0.0 0.0 0.0
C -1.061224 -4.343268 -1.036075 0.0 0.0 -0.1
C 0.266341 -3.982040 -0.817127 -0.3 0.2 0.6
C 1.232502 -4.959692 -0.616118 0.1 0.0 0.0
C 0.884723 -6.302668 -0.665223 0.0 0.0 0.0
Sb 0.809258 -1.938339 -0.853506 0.6 -0.1 -1.0
C 0.875340 -1.898966 -2.989967 0.0 0.1 0.0
C 1.062657 -3.017866 -3.793750 0.0 0.0 0.0
C 0.961769 -2.942507 -5.176324 0.0 0.0 0.0
C 0.642250 -1.727294 -5.746175 0.0 0.0 0.0
F 0.525286 -1.640461 -7.077497 0.0 0.0 0.0
C 0.431012 -0.588866 -4.989331 0.0 0.0 0.0
C 0.555836 -0.689279 -3.613328 0.1 0.0 0.0
C 2.871290 -2.068211 -0.350811 -0.1 -0.1 0.1
C 3.871922 -2.044769 -1.318702 0.0 0.0 0.0
C 5.210540 -2.012859 -0.954533 0.0 0.0 0.0
C 5.529084 -2.005606 0.390351 0.0 0.0 0.0
F 6.821896 -1.963280 0.748803 0.0 0.0 0.0
C 4.566052 -2.033897 1.380222 0.0 0.0 0.0
C 3.232208 -2.060326 0.995979 0.0 0.0 0.0
H -2.440920 -5.989451 -1.263100 0.0 0.0 0.0
H -1.823921 -3.587053 -1.182951 0.0 0.0 0.0
H 2.265173 -4.687532 -0.435245 0.0 0.0 0.0
H 1.616975 -7.085052 -0.521638 0.0 0.0 0.0
H 1.281521 -3.976638 -3.338836 0.0 0.0 0.0
H 1.111780 -3.807910 -5.807043 0.0 0.0 0.0
H 0.168992 0.337326 -5.480929 0.0 0.0 0.0
H 0.408338 0.293076 -3.118372 0.0 -0.1 0.0
H 3.612408 -2.039627 -2.370845 0.0 0.0 0.0
H 6.001507 -1.995247 -1.691944 0.0 0.0 0.0
H 4.863287 -2.036099 2.420154 0.0 0.0 0.0
H 2.472001 -2.079122 1.771209 0.0 0.0 0.0

---

3.
12
Properties=species:S:1:pos:R:3:forces:R:3 method="wB97M-V/def2-TZVPD" orbital_gap_ha="0.12682 / 0.34685" relative_energy_kcal_mol=10.6 fmax_ev_per_a=2.3 e_tot_ev=-5181.830 multiplicity=2 charge=-1
C -0.997238 -0.160906 -0.372377 0.0 1.3 1.9
C 0.198600 -0.716782 0.494210 -0.6 -0.8 -1.1
N 1.261002 0.215713 0.709923 -0.4 0.7 0.0
N -0.738355 1.174514 -0.981796 0.5 -0.9 -0.8
H -1.440593 -0.901798 -1.030169 0.2 0.0 -0.4
H -1.742822 0.081242 0.403975 -0.2 -0.4 -0.3
H -0.275892 -1.009083 1.429098 0.3 0.0 0.3
H 0.538527 -1.662506 0.054407 0.2 0.1 -0.1
H 2.097108 0.140915 0.146172 0.1 -0.4 0.1
H 1.422831 0.413434 1.684379 0.4 0.0 0.2
H 0.172841 1.426367 -0.580189 -0.3 0.2 0.2
H -0.496011 0.998889 -1.957633 -0.1 0.1 0.0